[1]
Entry from the OMol25 dataset: a structure of composition C29H36ClFeN4O2SSb (ωB97M-V/def2-TZVPD).

```
75
Properties=species:S:1:pos:R:3:forces:R:3:mulliken_charge:R:1
Fe -0.408327 0.034383 -0.118618 0.1 -0.7 -0.3 0.192
N -1.131904 1.341879 3.874009 0.0 0.0 0.0 -0.428
C -0.742827 1.012715 2.623513 -0.1 -0.1 0.0 0.508
S -1.623868 -0.231675 1.806208 -0.1 0.3 0.1 -0.544
N 0.308244 1.672722 2.168092 0.2 0.0 0.0 -1.600
N 0.661221 1.265794 0.930863 -0.2 -0.3 -0.2 2.243
C 1.669059 1.803327 0.330993 0.0 0.0 0.1 0.275
C 2.498770 2.884589 0.912511 0.0 0.0 0.0 -0.896
C 3.825553 2.658247 1.261716 0.0 0.0 0.0 0.104
C 4.593722 3.683958 1.793771 0.0 0.0 0.0 -0.770
C 4.038981 4.941559 1.976102 0.0 0.0 0.0 -0.439
C 2.713473 5.171002 1.631371 0.0 0.0 0.0 -0.798
C 1.944228 4.146682 1.104782 0.0 0.0 0.0 -0.080
C 1.918154 1.279063 -1.017334 0.1 0.0 -0.1 0.589
C 2.988844 1.682413 -1.811503 -0.1 0.0 0.1 -0.545
C 3.146131 1.111697 -3.061478 0.0 0.0 0.0 -0.828
C 2.232782 0.163379 -3.496944 0.0 0.0 0.0 -0.894
C 1.183859 -0.175614 -2.659534 0.0 0.1 -0.1 -0.376
N 1.029307 0.360737 -1.454254 0.1 0.3 0.0 0.746
H -2.009988 1.002396 4.218609 0.0 0.0 0.0 0.227
H -0.683466 2.122016 4.322481 0.0 0.0 0.0 0.225
H 4.253808 1.672001 1.124387 0.0 0.0 0.0 0.422
H 5.623984 3.498917 2.069013 0.0 0.0 0.0 0.407
H 4.637918 5.742535 2.389749 0.0 0.0 0.0 0.389
H 2.277476 6.150848 1.777020 0.0 0.0 0.0 0.403
H 0.906365 4.312262 0.846245 0.0 0.0 0.0 0.535
H 3.673334 2.432621 -1.443677 0.0 0.0 0.0 0.573
H 3.972062 1.409328 -3.694180 0.0 0.0 0.0 0.436
H 2.319088 -0.300766 -4.468791 0.0 0.0 0.0 0.484
H 0.429870 -0.892204 -2.953075 0.0 -0.1 0.0 0.484
Cl -7.130941 1.699795 -2.024921 0.0 0.0 0.0 -0.245
C -5.428865 1.619885 -1.665713 0.0 0.0 0.0 0.115
C -4.738242 2.807153 -1.342828 0.0 0.0 0.0 -0.526
C -3.406135 2.784327 -1.058536 0.0 0.0 0.0 -0.833
C -2.657384 1.565536 -1.054284 0.0 -0.1 -0.1 0.292
O -1.411441 1.594255 -0.793003 0.1 0.0 0.3 -0.333
C -3.380910 0.377272 -1.395180 0.0 0.1 0.0 0.999
C -2.742968 -0.883072 -1.521350 0.0 0.0 0.0 -0.108
O -1.567284 -1.172552 -1.239440 0.0 0.1 0.1 -0.319
C -4.762564 0.436379 -1.702602 0.0 0.0 0.0 -1.127
H -5.284757 3.741239 -1.324949 0.0 0.0 0.0 0.413
H -2.871350 3.691704 -0.811403 0.0 0.0 0.0 0.429
H -3.363185 -1.691821 -1.934731 0.0 0.0 0.0 0.271
H -5.285455 -0.475291 -1.965345 0.0 0.0 0.0 0.426
C 0.086428 -3.781378 -2.406047 -0.1 0.1 0.0 -1.155
C 0.336676 -4.269693 -0.984544 0.0 0.0 0.0 0.335
C 1.332215 -5.427200 -0.983763 0.0 0.0 0.0 -1.502
Sb 0.840596 -2.656991 0.405822 -0.2 0.2 0.1 -0.360
C -0.071691 -3.557552 2.161659 0.1 0.0 0.0 0.368
C 0.399899 -2.882804 3.447932 -0.1 0.0 0.0 -1.363
C 0.089717 -5.068627 2.268504 0.0 0.0 0.0 -1.446
C 2.953727 -3.079631 0.635421 0.0 0.1 -0.1 0.412
C 3.614470 -2.660198 -0.679746 0.0 0.0 0.0 -1.275
C 3.577336 -2.314294 1.798238 0.0 0.0 0.0 -1.317
H -0.311823 -4.593829 -3.021721 0.0 0.0 0.0 0.503
H 1.014733 -3.444557 -2.876322 0.0 0.0 0.0 0.215
H -0.634873 -2.964605 -2.423181 0.1 0.0 0.0 -0.024
H -0.613820 -4.633117 -0.579926 0.0 0.1 0.0 0.552
H 2.290190 -5.131131 -1.416108 0.0 0.0 0.0 0.285
H 0.945973 -6.249062 -1.595061 0.0 0.0 0.0 0.411
H 1.524014 -5.820106 0.013531 0.0 0.0 0.0 0.273
H -1.129232 -3.317540 2.010417 0.0 0.0 0.0 0.466
H 1.419521 -3.183845 3.695475 0.0 0.0 0.0 0.278
H -0.235335 -3.189071 4.284425 0.0 0.0 0.0 0.443
H 0.357873 -1.796633 3.380895 0.0 0.1 0.0 0.192
H 1.143545 -5.350849 2.341369 0.0 0.0 0.0 0.260
H -0.346199 -5.599971 1.422369 0.0 0.0 0.0 0.332
H -0.403378 -5.434167 3.174647 0.0 0.0 0.0 0.444
H 3.083644 -4.152929 0.786662 0.0 0.0 0.0 0.499
H 3.536385 -1.577090 -0.817665 0.0 0.0 0.0 0.104
H 3.157712 -3.132509 -1.552575 0.0 0.0 0.0 0.229
H 4.678061 -2.916459 -0.681230 0.0 0.0 0.0 0.481
H 3.362381 -1.243992 1.727284 0.0 0.0 0.0 0.157
H 4.665834 -2.429073 1.788939 0.0 0.0 0.0 0.451
H 3.218549 -2.659117 2.766839 0.0 0.0 0.0 0.254
```
Forces are in eV/Å.

spin multiplicity = 1
frontier orbital gap (alpha / beta) = 0.260 / 0.257 hartree
charge = 0


[2]
Entry from the OMol25 dataset: a structure of composition C29H36ClIN7O2W (ωB97M-V/def2-TZVPD).

```
77
Properties=species:S:1:pos:R:3:forces:R:3:lowdin_spin:R:1
W -0.681141 0.160250 0.044935 0.1 -0.2 0.6 1.647
C 0.443029 -1.201687 2.747807 0.0 0.1 0.0 0.007
N -0.669263 -0.284500 2.369417 0.0 0.1 0.0 0.008
C -1.945729 -0.764095 2.959840 0.0 0.0 0.0 0.001
C -0.378629 1.117532 2.541272 0.0 0.3 0.0 0.022
N 0.115209 1.541714 1.384217 0.1 0.2 0.1 0.024
C 0.777471 2.783337 1.131719 -0.1 -0.1 0.0 -0.002
C 1.578903 3.364346 2.078783 -0.1 0.1 0.0 0.005
C 2.021957 4.694196 1.919168 -0.1 0.0 0.0 -0.001
C 1.586032 5.429396 0.854988 0.0 -0.1 0.0 0.005
C 0.832932 4.822660 -0.185208 0.0 0.1 0.0 -0.001
C 0.416545 5.567609 -1.319997 0.0 -0.1 0.0 0.002
C -0.235421 4.958644 -2.353055 0.0 -0.1 0.0 0.000
C -0.384632 3.555230 -2.353414 0.1 0.1 0.1 0.004
C 0.036534 2.807816 -1.287060 0.0 0.0 0.0 0.008
N 0.136331 1.371565 -1.411002 -0.1 -0.2 0.0 0.017
C 0.783234 0.908258 -2.538226 0.0 0.1 0.0 0.007
N 0.393818 -0.264565 -3.054034 0.0 0.0 0.1 0.002
C 1.320929 -1.143199 -3.780406 0.0 -0.1 0.0 0.000
C -0.806075 -0.905643 -2.562253 -0.1 -0.2 0.0 0.021
N 1.770264 1.579741 -3.127664 0.0 -0.1 0.1 -0.002
C 1.991382 1.529520 -4.576627 -0.1 0.1 0.0 0.000
C 2.673939 2.478498 -2.410391 0.0 0.0 0.0 0.000
C 0.527645 3.442855 -0.108435 0.0 0.1 0.0 0.000
N -0.725211 1.800111 3.614716 0.0 -0.2 -0.2 0.020
C -1.094120 3.221220 3.580506 0.1 0.0 -0.1 0.002
C -0.794925 1.211209 4.961166 0.0 0.0 0.0 0.002
H 0.417160 -1.400203 3.819784 0.0 0.0 0.0 0.001
H 1.398848 -0.752386 2.482464 -0.1 -0.1 0.0 0.000
H 0.294980 -2.145476 2.222966 0.0 0.0 0.0 0.000
H -2.178776 -1.720752 2.499035 0.0 0.0 0.0 0.000
H -2.739494 -0.048680 2.747796 0.0 0.0 0.0 0.000
H -1.847245 -0.905909 4.034264 0.0 0.0 0.0 0.000
H 1.829863 2.826850 2.983647 0.0 0.0 0.1 0.000
H 2.652212 5.140002 2.674848 0.0 0.0 0.0 0.000
H 1.843380 6.475832 0.766807 0.0 0.0 0.0 0.000
H 0.624465 6.627423 -1.348066 0.0 0.1 0.0 0.000
H -0.576328 5.531351 -3.202562 0.0 0.0 0.0 0.000
H -0.775599 3.061739 -3.233905 0.0 0.0 -0.1 0.000
H 2.322786 -0.725377 -3.762230 -0.1 -0.1 0.0 0.000
H 1.002043 -1.278774 -4.811980 0.0 0.0 0.0 0.000
H 1.336198 -2.114318 -3.285228 0.0 0.0 0.0 0.000
H -1.668618 -0.230546 -2.565912 0.1 -0.1 0.0 0.003
H -0.638658 -1.373258 -1.564702 0.0 -0.1 -0.5 0.007
H -1.054088 -1.764363 -3.189412 0.0 0.1 0.0 0.001
H 1.143385 1.059099 -5.066357 0.0 0.1 0.0 0.000
H 2.907489 0.996137 -4.823308 0.0 0.0 0.0 0.000
H 2.080101 2.556794 -4.928352 0.0 0.0 0.0 0.000
H 2.592690 2.330061 -1.336965 0.0 0.0 0.0 0.000
H 2.461151 3.520700 -2.648963 0.0 0.0 0.0 0.000
H 3.691087 2.241081 -2.722532 0.0 0.0 0.0 0.000
H -1.317951 3.532540 2.564766 0.0 0.0 0.0 0.000
H -0.301332 3.843946 3.990343 0.0 0.0 0.0 0.000
H -1.986087 3.324553 4.197156 0.0 0.0 0.0 0.001
H -0.267011 0.264866 4.999552 0.0 0.0 0.0 0.000
H -1.830763 1.088695 5.272690 0.0 0.0 0.0 0.000
H -0.297453 1.901777 5.640664 0.0 0.0 0.0 0.001
Cl -7.624786 -0.021329 -0.146205 0.0 0.0 0.0 0.002
C -5.964402 -0.437771 -0.053250 0.1 0.0 0.0 0.008
C -5.588516 -1.752017 0.042572 0.1 0.1 0.0 -0.005
C -4.222284 -2.126575 0.127914 -0.1 0.1 0.0 0.009
I -3.699958 -4.114402 0.315434 0.0 0.0 0.0 0.004
C -3.261746 -1.150749 0.092739 0.1 -0.1 0.0 0.008
O -1.915499 -1.359488 0.172626 0.1 0.2 -0.2 0.054
C -3.636211 0.194208 0.001758 -0.1 0.0 0.0 0.009
N -2.590421 1.086166 0.017348 -0.1 0.1 0.1 0.002
C -2.877586 2.390366 -0.001655 -0.1 0.0 0.0 0.023
C -4.185245 2.865739 -0.073112 0.1 -0.1 0.0 0.000
C -5.236520 1.976969 -0.115052 0.0 0.0 0.0 0.029
C -4.980146 0.597040 -0.064529 -0.1 -0.1 0.0 -0.001
H -6.348790 -2.519653 0.058107 0.0 0.0 0.0 0.000
H -2.042438 3.075455 0.030692 0.0 0.0 0.0 0.001
H -4.353771 3.931411 -0.098152 0.0 0.0 0.0 0.000
H -6.256720 2.329833 -0.174987 0.0 0.0 0.0 0.001
O 1.392978 -0.748191 -0.107294 -0.1 -0.1 0.0 0.038
H 1.717200 -1.633027 0.112543 0.0 0.0 0.0 0.002
H 2.154711 -0.155110 -0.173667 0.0 0.0 0.0 0.002
```
Forces are in eV/Å.

spin multiplicity = 3
frontier orbital gap (alpha / beta) = 0.246 / 0.240 hartree
charge = +3
⟨S²⟩ = 2.014


[3]
Entry from the OMol25 dataset: a structure of composition C29H36CrN6OSe (ωB97M-V/def2-TZVPD).

```
74
Properties=species:S:1:pos:R:3:forces:R:3:lowdin_spin:R:1
Cr -0.503510 -1.163491 -0.730444 0.0 0.6 0.6 3.686
N 1.446367 -1.070318 -1.643126 0.1 -0.7 0.0 0.009
C 2.204308 -2.214570 -1.179995 -0.3 0.1 0.0 0.003
C 3.558831 -2.294500 -1.220565 0.4 -0.1 0.0 0.004
C 4.220656 -3.458961 -0.754491 0.1 0.3 -0.1 -0.003
C 3.509751 -4.516761 -0.278916 0.0 -0.2 0.1 0.003
C 2.097681 -4.454740 -0.210075 0.1 0.2 -0.1 0.000
C 1.290704 -5.498284 0.288030 0.3 -0.2 0.1 0.023
C -0.052330 -5.328069 0.337078 -0.4 0.0 0.0 -0.001
C -0.614825 -4.104299 -0.080142 -0.4 -0.5 0.3 0.032
N 0.093226 -3.107938 -0.532006 0.5 -0.7 -0.4 0.016
C 1.447957 -3.283832 -0.638885 0.2 0.1 0.0 0.014
H 1.360625 -1.100787 -2.654071 -0.1 0.0 -0.1 0.005
H 1.917670 -0.207347 -1.417667 0.0 0.4 0.2 0.003
H 4.131676 -1.462133 -1.614993 0.0 -0.1 0.0 0.000
H 5.303235 -3.506804 -0.788822 -0.1 0.0 0.0 0.000
H 4.013933 -5.415594 0.061908 -0.1 0.1 0.0 0.000
H 1.751967 -6.420799 0.628233 0.0 0.1 0.0 0.001
H -0.701147 -6.110053 0.703233 -0.1 0.0 0.0 -0.001
H -1.679878 -3.933272 -0.025462 -0.1 0.0 0.1 0.001
C -0.162162 4.926299 -2.885864 0.0 -0.1 0.1 0.000
C -0.580043 3.490420 -2.656639 0.0 0.0 0.0 0.004
C -1.375220 2.832257 -3.592615 0.0 0.1 0.0 0.010
C -1.802337 1.530219 -3.346782 0.0 0.0 0.0 0.006
C -2.788194 0.846818 -4.261094 0.0 0.0 0.1 0.000
C -1.385168 0.896158 -2.191219 0.2 0.2 0.1 0.032
C -0.551081 1.513993 -1.213110 -0.1 -0.1 0.1 0.016
C -0.173890 2.845991 -1.489161 0.0 0.0 -0.1 0.009
N -0.199032 0.716783 -0.149400 -0.1 0.4 -0.2 0.025
C 0.524216 1.150967 1.046927 -0.1 0.0 -0.1 0.003
C -0.199495 2.285613 1.796843 0.0 0.0 0.1 0.001
C 0.525158 2.627553 3.107822 0.0 -0.1 -0.1 0.000
C 0.526751 1.393905 4.019562 0.0 0.0 0.0 0.001
C 1.257380 0.248253 3.310290 0.0 0.0 0.0 0.002
C 2.705106 0.666753 3.024838 0.0 0.0 0.0 0.000
C 2.705735 1.901184 2.114507 -0.1 0.0 0.0 0.000
C 1.969485 3.052269 2.809990 -0.1 -0.1 0.0 0.000
C 1.997849 1.554553 0.796385 -0.1 -0.1 0.0 0.001
C 0.545446 -0.065012 1.989054 -0.1 0.0 0.1 0.013
H -0.508169 5.289247 -3.855512 0.0 0.0 0.1 0.000
H 0.926487 5.032668 -2.846653 -0.1 0.0 0.0 0.000
H -0.582039 5.575822 -2.111027 0.0 -0.1 -0.1 0.000
H -1.698428 3.348617 -4.493096 0.0 0.0 0.1 0.001
H -2.877652 1.369807 -5.214364 0.0 0.0 0.0 0.000
H -3.770370 0.836722 -3.776700 0.0 0.0 0.0 0.000
H -2.498690 -0.189194 -4.461748 0.0 0.1 0.0 0.000
H -1.850506 -0.066503 -1.959135 -0.2 0.2 -0.1 0.012
H 0.427907 3.411493 -0.789644 0.0 -0.1 0.0 0.000
H -1.222466 1.955681 1.998089 0.0 0.0 0.0 0.000
H -0.276661 3.176966 1.173978 0.0 0.0 0.0 0.000
H -0.003531 3.446901 3.601841 0.0 0.0 0.0 0.000
H -0.505412 1.100049 4.241118 0.1 0.0 0.0 0.000
H 1.022010 1.618873 4.972352 0.0 0.0 -0.1 0.000
H 1.253163 -0.642694 3.944973 0.0 0.0 0.0 0.000
H 3.247623 -0.156359 2.541358 0.0 0.0 0.0 0.000
H 3.221070 0.894381 3.965058 0.0 0.0 -0.1 0.000
H 3.736535 2.198303 1.902526 0.0 0.0 0.0 0.000
H 1.973772 3.942022 2.171551 0.0 0.0 0.0 0.000
H 2.488095 3.311482 3.740709 0.0 0.0 -0.1 0.000
H 2.538004 0.710064 0.340002 -0.1 0.0 -0.1 0.000
H 2.053194 2.396373 0.105494 0.0 0.0 0.0 0.000
H -0.494775 -0.364356 2.174407 0.1 0.0 0.0 0.002
H 1.061177 -0.904093 1.486314 0.0 0.1 0.0 0.007
N -4.224815 -2.192519 1.071894 0.3 -0.4 -0.2 0.005
C -3.605594 -1.953254 -0.097604 0.0 -0.1 0.0 0.008
N -4.300479 -2.162028 -1.240639 0.0 -0.3 -0.1 0.003
O -2.390562 -1.677668 -0.137292 0.2 0.0 0.2 0.040
H -5.227512 -2.202380 1.106904 -0.1 0.1 -0.1 0.000
H -3.783630 -1.772490 1.874945 0.0 0.3 0.1 0.000
H -5.296610 -2.049680 -1.176887 -0.2 0.1 0.0 0.000
H -3.913142 -1.668836 -2.026658 0.0 0.1 -0.1 0.000
Se -4.163457 0.972032 2.004386 0.1 0.2 0.4 0.000
C -4.448642 0.889429 0.219136 -0.2 -0.2 -1.1 0.000
N -4.643262 0.762685 -0.929209 0.2 0.1 0.9 0.000
```
Forces are in eV/Å.

spin multiplicity = 5
frontier orbital gap (alpha / beta) = 0.187 / 0.189 hartree
charge = 0
⟨S²⟩ = 6.015


The evaluated energy above the lowest of the compared OMol25 structures with the same formula, charge and spin for the records listed, in turn: 0.00 0.00 0.00 kJ/mol.
The evaluated largest force on an atom for the records listed, in turn: 0.75 0.58 1.11 eV/A.